# C3H7O2S

A cluster of 2 separate species, C3H7O2S in total (ωB97M-V with the def2-TZVPD basis set, OMol25).

XYZ file:
```
13
Properties=species:S:1:pos:R:3:forces:R:3
C -2.52005 0.67274 -0.99913 0.590 0.183 -0.091
S -1.59152 -0.86911 -0.93509 0.021 -0.161 0.141
C -0.45794 -0.56757 0.46800 -0.800 -0.279 -0.185
H -2.88955 0.97453 -0.02545 -0.303 -0.177 0.142
H -1.87504 1.47964 -1.35192 -0.081 -0.017 -0.132
H -3.32498 0.50732 -1.70755 -0.198 0.149 0.026
H -0.60141 0.44394 0.82069 0.260 0.295 -0.093
H 0.56328 -0.72291 0.15658 0.237 0.136 0.204
H -0.75468 -1.22456 1.28348 0.233 -0.130 -0.020
O 4.59538 0.01046 0.76398 -0.042 0.096 0.027
C 3.37606 -0.15141 0.58726 -0.318 -0.284 -0.082
O 2.38332 0.39520 1.12359 0.273 0.047 -0.018
H 3.09713 -0.94827 -0.18444 0.127 0.143 0.082
```
Forces are in eV/Å.

As for the molecular weight: 107.2 g mol⁻¹. Its HOMO energy is -4.0 eV. The LUMO energy is 3.097 eV. As for the energy relative to the best compared isomer or geometry (same formula, charge and spin): 0.739 eV. As for the total charge: -1.

How is the electron density shared among the atoms? According to Löwdin, the charges in e are: C -0.473; S 0.692; C -0.403; H 0.025; H 0.029; H 0.012; H 0.031; H -0.004; H 0.023; O -0.143; C -0.714; O -0.157; H 0.083


# C21H30N4O5

The molecule C21H30N4O5 in a non-equilibrium geometry (ωB97M-V with the def2-TZVPD basis set, OMol25).

XYZ file:
```
60
Properties=species:S:1:pos:R:3:forces:R:3
C -1.45484 -3.10898 -1.92173 0.171 0.180 -0.079
C -0.58569 -1.87725 -2.16096 0.057 -0.188 0.127
H -0.34458 -1.79932 -3.22283 -0.009 0.090 -0.017
H 0.34823 -2.01628 -1.62313 -0.065 0.059 -0.190
C -1.27098 -0.55772 -1.75152 0.246 0.071 -0.483
N -1.65636 -0.55141 -0.31266 -0.205 -0.173 -0.231
C -0.79115 -0.92577 0.65162 -0.339 -0.040 0.589
O 0.32049 -1.39665 0.43374 0.266 -0.203 0.090
C -1.24160 -0.78741 2.10579 0.428 -0.044 0.203
H -1.47487 0.25138 2.34243 -0.129 -0.028 -0.018
H -2.11911 -1.41241 2.28888 -0.064 0.082 0.002
C -0.11076 -1.22770 3.04468 -0.148 0.383 -0.385
N 0.20196 -2.62636 2.94734 0.096 0.091 -0.486
C 0.02915 -3.30028 4.10257 -0.076 0.054 0.219
O 0.20340 -4.46417 4.33592 0.079 -0.443 0.123
N -0.42618 -2.34292 5.03177 -0.005 -0.296 0.326
C -0.54089 -1.09295 4.50607 0.082 0.004 -0.247
O -0.92360 -0.10161 5.06749 -0.075 0.293 0.038
H -0.64013 -2.57905 5.98857 0.018 0.000 -0.095
H 0.55891 -3.02801 2.09667 0.007 -0.088 0.130
H 0.77378 -0.60838 2.84813 -0.136 -0.030 0.145
C -2.83471 0.23465 0.03595 0.106 0.383 0.331
C -2.53708 1.70069 -0.02662 -0.883 0.197 -0.504
C -3.16194 2.72837 -0.66579 0.181 -0.589 0.382
C -2.40310 3.89023 -0.38319 0.432 -0.023 0.326
C -1.37303 3.48119 0.40021 -0.273 0.759 -0.351
O -1.44501 2.15742 0.62895 0.140 -0.503 0.165
H -0.55451 4.01039 0.84560 0.158 -0.015 0.100
H -2.59743 4.88420 -0.72784 0.035 0.247 -0.040
H -4.04892 2.67041 -1.26240 -0.181 -0.110 -0.164
H -3.64869 0.01209 -0.65070 0.070 0.047 0.128
H -3.17306 -0.04298 1.03451 0.000 -0.037 -0.145
C -2.48674 -0.36139 -2.66139 0.087 0.108 0.188
H -2.85093 0.66008 -2.60393 -0.071 -0.006 -0.026
H -3.28288 -1.06401 -2.43457 -0.061 -0.111 0.031
H -2.16556 -0.52513 -3.68692 0.016 -0.001 -0.042
C -0.33279 0.66812 -1.98770 -0.229 -0.346 -0.056
O -0.69805 1.63359 -2.62914 -0.078 0.252 -0.255
N 0.87195 0.56396 -1.41784 0.618 -0.090 0.248
H 1.07788 -0.23910 -0.83929 -0.256 -0.026 -0.110
C 1.83430 1.64616 -1.39397 0.032 0.481 -0.196
C 2.21151 1.98055 0.05298 -0.118 -0.168 -0.031
C 3.02935 0.86505 0.70131 0.200 0.266 -0.009
C 4.27366 0.56056 -0.12673 -0.141 -0.277 0.035
C 3.88054 0.16560 -1.54667 0.197 0.306 -0.021
C 3.08007 1.28355 -2.20922 -0.161 -0.139 0.027
H 3.70559 2.17393 -2.29807 0.059 0.058 -0.040
H 2.77389 0.98491 -3.21334 -0.010 0.084 -0.041
H 4.77550 -0.04010 -2.13742 -0.042 -0.106 -0.026
H 3.28498 -0.74905 -1.51862 -0.008 -0.129 -0.033
H 4.84286 -0.24550 0.34048 0.080 0.045 0.019
H 4.91283 1.44616 -0.16101 0.084 0.038 0.016
H 2.42453 -0.04009 0.79039 -0.031 -0.066 0.091
H 3.31833 1.16919 1.71001 -0.062 -0.074 0.046
H 2.79524 2.90328 0.05268 0.029 0.070 0.024
H 1.30063 2.15520 0.62895 -0.029 0.091 -0.016
H 1.33472 2.50491 -1.85719 0.100 -0.158 0.106
H -1.75943 -3.16594 -0.87915 -0.066 -0.068 0.107
H -0.88551 -4.00498 -2.15653 -0.002 -0.107 -0.002
H -2.34415 -3.10293 -2.54562 -0.122 -0.055 -0.026
```
Forces are in eV/Å.

As for the molecular weight: 418.5 g mol⁻¹. Its HOMO energy is -8.8 eV. As for the SMILES: CC[C@](C)(C(=O)NC1CCCCC1)N(Cc1ccco1)C(=O)C[C@@H]1NC(=O)NC1=O. The LUMO energy is 0.543 eV. As for the energy relative to the best compared isomer or geometry (same formula, charge and spin): 0.178 eV. As for the total charge: 0.

How is the electron density shared among the atoms? According to Löwdin, the charges in e are: C -0.073; C -0.179; H 0.126; H 0.093; C -0.334; N 0.051; C -0.401; O 0.016; C -0.020; H 0.126; H 0.144; C -0.199; N 0.142; C -0.529; O 0.094; N 0.211; C -0.422; O 0.105; H 0.170; H 0.151; H 0.164; C -0.057; C -0.260; C -0.017; C -0.045; C -0.109; O 0.031; H 0.121; H 0.104; H 0.116; H 0.125; H 0.124; C -0.020; H 0.077; H 0.086; H 0.104; C -0.416; O 0.076; N 0.136; H 0.092; C -0.294; C -0.135; C -0.197; C -0.201; C -0.197; C -0.141; H 0.118; H 0.117; H 0.109; H 0.109; H 0.109; H 0.114; H 0.091; H 0.112; H 0.121; H 0.099; H 0.146; H 0.073; H 0.077; H 0.068


# C4H11NO2

A cluster of 2 separate species, C4H11NO2 in total in a non-equilibrium geometry (ωB97M-V with the def2-TZVPD basis set, OMol25).

XYZ file:
```
18
Properties=species:S:1:pos:R:3:forces:R:3
C 1.54065 0.30569 0.85932 1.011 1.319 1.998
N 0.93569 -0.28325 -0.25018 -1.649 0.134 -1.238
C -0.01852 0.48028 -1.10166 2.505 0.272 3.356
C -1.46179 0.34055 -0.63158 1.018 -2.915 -0.084
C -2.12233 1.54594 -1.07250 -3.465 2.387 0.320
O 1.25678 1.44866 1.22024 0.030 -1.818 -1.214
H 2.31455 -0.27052 1.46651 -1.018 0.150 -1.093
H 0.91528 -1.33782 -0.36588 0.252 1.056 0.367
H 0.25068 1.50898 -1.16740 0.539 0.637 0.361
H -0.05130 0.05535 -2.00278 0.550 -1.709 -3.721
H -1.72854 -0.68361 -1.04133 -0.639 1.479 0.209
H -1.43287 0.20314 0.40343 -0.380 0.136 1.836
H -1.85909 2.54076 -0.52177 -0.421 -2.093 -0.635
H -3.24466 1.30682 -0.95728 1.406 0.871 0.003
H -2.01219 1.75787 -2.12190 0.211 -0.068 -0.538
H 0.81710 -2.52765 1.52457 -0.764 -2.004 -1.295
H -0.60177 -2.93039 1.25383 0.783 -0.825 -0.694
O 0.30008 -3.15802 0.89973 0.032 2.990 2.063
```
Forces are in eV/Å.

As for the molecular weight: 105.1 g mol⁻¹. Its HOMO energy (alpha / beta) is -16.1 / -16.1 eV. The multiplicity is 2. The LUMO energy (alpha / beta) is -4.107 / -9.142 eV. As for the energy relative to the best compared isomer or geometry (same formula, charge and spin): 1.830 eV. As for the total charge: +1. As for the expectation value of S²: 0.774.

How is the electron density shared among the atoms? According to Löwdin, the charges in e are: C -0.201; N 0.220; C -0.114; C -0.235; C -0.098; O 0.161; H 0.177; H 0.175; H 0.134; H 0.103; H 0.158; H 0.098; H 0.145; H 0.134; H 0.085; H 0.075; H 0.073; O -0.088